Entry 1:
ClH2NOS in the gas phase, computed with ωB97M-V with the def2-TZVPD basis set.

Calculated values
net charge	0
energy above the lowest of the compared OMol25 structures with the same formula, charge and spin	0.0000	eV
molecular weight	99.54	Da
orbital gap	10.39	eV
maximum force	0.067	Eh/bohr
lowest unoccupied orbital energy	0.002	eV

Structure (XYZ):
```
6
Properties=species:S:1:pos:R:3:forces:R:3:nbo_charge:R:1
N -0.851750 -0.008209 -0.136661 2.553 -0.781 -0.434 -1.03
O 0.930498 -1.407366 0.599120 1.019 1.014 -1.056 -0.89
S 0.729575 -0.380003 -0.437571 -1.369 -1.140 2.394 1.46
Cl 1.812759 1.410250 0.145224 -0.309 -0.503 -0.002 -0.34
H -1.305886 0.339498 -0.891832 -1.762 1.471 -2.558 0.38
H -1.315198 0.045830 0.721722 -0.132 -0.061 1.656 0.41
```
Positions in Å, forces in eV/Å.


Entry 2:
ClH2NOS2 in the gas phase, computed with ωB97M-V with the def2-TZVPD basis set.

Calculated values
net charge	0
energy above the lowest of the compared OMol25 structures with the same formula, charge and spin	0.1793	eV
molecular weight	131.61	Da
orbital gap	9.60	eV
maximum force	0.062	Eh/bohr
lowest unoccupied orbital energy	-0.774	eV
SMILES string	N[S@](=O)(=S)Cl

Structure (XYZ):
```
7
Properties=species:S:1:pos:R:3:forces:R:3:nbo_charge:R:1
N -0.940921 0.000942 0.274316 -0.754 -1.232 0.454 -1.03
S 0.603490 -0.143636 -0.150900 1.081 2.550 -1.597 1.64
O 0.849998 0.131374 -1.569902 -0.564 -0.965 1.862 -0.87
S 1.441794 -1.510726 0.784704 0.197 -0.176 0.224 -0.27
Cl 0.893363 1.873802 0.620380 0.718 -0.767 -0.071 -0.29
H -1.453030 -0.836935 0.490119 0.254 -0.579 0.160 0.41
H -1.394694 0.485178 -0.448720 -0.933 1.169 -1.032 0.40
```
Positions in Å, forces in eV/Å.


Entry 3:
2 unconnected molecules or ions with the total composition ClH2NOS2, computed with ωB97M-V with the def2-TZVPD basis set.

Calculated values
net charge	0
energy above the lowest of the compared OMol25 structures with the same formula, charge and spin	0.2841	eV
molecular weight	131.61	Da
orbital gap	8.41	eV
maximum force	0.030	Eh/bohr
lowest unoccupied orbital energy	-0.932	eV

Structure (XYZ):
```
7
Properties=species:S:1:pos:R:3:forces:R:3:nbo_charge:R:1
N 1.426860 0.913641 0.465243 0.092 0.163 -0.678 -0.97
O 1.740266 0.458033 -1.890550 0.140 0.361 -0.492 -0.85
S -2.441336 -0.808403 0.160691 -0.187 0.153 -0.053 0.02
S 1.812521 1.492616 -0.891099 -0.387 -1.027 1.070 1.44
Cl -2.876770 -2.744068 0.583803 0.077 -0.014 0.016 -0.16
H -1.118556 -0.878589 0.337508 0.170 -0.122 0.033 0.14
H 1.457014 1.566769 1.234404 0.096 0.487 0.105 0.38
```
Positions in Å, forces in eV/Å.


Entry 4:
2 unconnected molecules or ions with the total composition ClH2O, computed with ωB97M-V with the def2-TZVPD basis set.

Calculated values
net charge	-1
energy above the lowest of the compared OMol25 structures with the same formula, charge and spin	0.4209	eV
molecular weight	53.47	Da
orbital gap	7.36	eV
maximum force	0.024	Eh/bohr
lowest unoccupied orbital energy	3.823	eV

Structure (XYZ):
```
4
Properties=species:S:1:pos:R:3:forces:R:3:nbo_charge:R:1
O 1.208969 -0.446619 0.031052 -0.287 0.282 1.160 -0.96
H 0.292075 -0.100166 0.117819 0.673 -0.274 -0.231 0.50
H 1.567231 -0.432419 0.947409 -0.499 0.022 -1.016 0.45
Cl -3.068275 0.979204 -1.096280 0.113 -0.030 0.088 -1.00
```
Positions in Å, forces in eV/Å.


Entry 5:
2 unconnected molecules or ions with the total composition ClH3N2OS, computed with ωB97M-V with the def2-TZVPD basis set.

Calculated values
net charge	0
energy above the lowest of the compared OMol25 structures with the same formula, charge and spin	1.3554	eV
molecular weight	114.56	Da
orbital gap (spin up / spin down)	9.64 / 9.64	eV
maximum force	0.100	Eh/bohr
lowest unoccupied orbital energy (spin up / spin down)	-1.036 / -1.036	eV
SMILES string	N=S(=N)=O.Cl

Structure (XYZ):
```
8
Properties=species:S:1:pos:R:3:forces:R:3:nbo_charge:R:1
N 1.334382 -0.205036 0.741119 -1.330 -0.224 -2.111 -0.98
S 0.725460 0.047751 -0.666723 1.726 3.870 2.539 2.11
N 0.190612 1.439521 -1.024809 0.208 -1.630 4.877 -1.03
O 1.220492 -0.745625 -1.699349 0.310 -2.625 -1.977 -0.86
H 1.038620 0.563778 1.321027 -0.268 0.406 0.480 0.38
H 0.064545 1.557019 -1.955054 -0.579 0.231 -3.797 0.38
Cl -1.762711 -1.078130 1.894226 0.296 0.114 0.122 -0.27
H -2.811400 -1.579277 1.389563 -0.364 -0.142 -0.134 0.27
```
Positions in Å, forces in eV/Å.


Entry 6:
ClH3NO2P in the gas phase, computed with ωB97M-V with the def2-TZVPD basis set.

Calculated values
net charge	0
energy above the lowest of the compared OMol25 structures with the same formula, charge and spin	2.2376	eV
molecular weight	115.46	Da
orbital gap	10.30	eV
maximum force	0.070	Eh/bohr
lowest unoccupied orbital energy	0.755	eV
SMILES string	NOP(O)Cl

Structure (XYZ):
```
8
Properties=species:S:1:pos:R:3:forces:R:3:nbo_charge:R:1
N 0.451068 -0.893119 -0.869382 -1.667 -0.957 -1.803 -0.48
O -0.265729 -0.026461 0.025734 -0.520 -0.617 0.710 -0.73
P -0.411956 1.590978 -0.185992 0.479 0.125 -1.206 1.38
O -0.950426 1.916840 1.265745 -0.981 -1.385 1.323 -1.00
Cl 1.544431 2.216298 0.137749 0.485 -0.036 -0.245 -0.38
H -0.306992 -1.550590 -1.412517 2.022 2.431 1.702 0.35
H 0.824080 -0.230550 -1.563162 0.012 -0.680 -0.120 0.34
H -1.012020 1.074070 1.793630 0.170 1.119 -0.362 0.52
```
Positions in Å, forces in eV/Å.


Entry 7:
2 unconnected molecules or ions with the total composition ClH3NPS, computed with ωB97M-V with the def2-TZVPD basis set.

Calculated values
net charge	0
energy above the lowest of the compared OMol25 structures with the same formula, charge and spin	2.9603	eV
molecular weight	115.52	Da
orbital gap	7.33	eV
maximum force	0.045	Eh/bohr
lowest unoccupied orbital energy	-1.645	eV
SMILES string	[H]/N=P/[H].SCl

Structure (XYZ):
```
7
Properties=species:S:1:pos:R:3:forces:R:3:nbo_charge:R:1
H 1.584369 -0.340102 1.492413 -1.049 0.453 -1.855 0.40
N 0.964281 0.178850 0.784637 2.237 0.333 0.455 -1.08
P 1.712533 0.757140 -0.514921 -0.326 0.151 1.667 0.83
H 0.742361 1.794272 -0.877351 0.002 -0.895 -0.110 -0.08
S -1.209695 -0.779112 0.368184 -1.658 -0.469 0.934 0.10
Cl -3.071273 -1.279203 -0.521114 0.599 -0.035 0.273 -0.25
H -0.722576 -0.331845 -0.731849 0.195 0.462 -1.364 0.09
```
Positions in Å, forces in eV/Å.


Entry 8:
2 unconnected molecules or ions with the total composition ClH4N2PS, computed with ωB97M-V with the def2-TZVPD basis set.

Calculated values
net charge	0
energy above the lowest of the compared OMol25 structures with the same formula, charge and spin	1.5712	eV
molecular weight	130.54	Da
orbital gap	9.76	eV
maximum force	0.059	Eh/bohr
lowest unoccupied orbital energy	0.323	eV

Structure (XYZ):
```
9
Properties=species:S:1:pos:R:3:forces:R:3:nbo_charge:R:1
N -0.173161 -1.587525 -0.547197 -1.570 2.424 0.962 -1.20
N -0.991426 0.350253 0.834912 -1.248 1.547 0.100 -1.20
P 0.129662 -0.786597 0.740603 1.593 -1.533 0.706 1.66
S 1.450466 -1.065592 2.186530 -1.347 0.670 -1.402 -0.52
Cl 0.402833 1.720332 -2.361970 -0.185 -0.075 -0.120 -0.26
H 1.354553 2.142656 -1.631931 0.198 0.094 0.126 0.26
H 0.475018 -2.271399 -0.718037 1.846 -2.312 -0.577 0.38
H -1.693420 0.297541 0.073993 0.751 0.362 0.818 0.44
H -0.954526 1.200333 1.423096 -0.038 -1.178 -0.612 0.44
```
Positions in Å, forces in eV/Å.


Entry 9:
A molecular structure, ClH4Na3O6, computed with ωB97M-V with the def2-TZVPD basis set.

Calculated values
net charge	+2
energy above the lowest of the compared OMol25 structures with the same formula, charge and spin	7.1129	eV
molecular weight	204.45	Da
orbital gap	8.84	eV
maximum force	0.213	Eh/bohr
lowest unoccupied orbital energy	-7.883	eV

Structure (XYZ):
```
14
Properties=species:S:1:pos:R:3:forces:R:3:nbo_charge:R:1
Na -0.979233 2.513138 -1.045672 -7.962 7.337 1.556 0.98
Na -1.390283 -1.981252 -0.786102 -1.103 -1.319 -0.911 0.99
Na 2.526837 -0.862932 -0.227462 2.432 -1.570 -1.077 0.99
Cl 0.129967 0.128438 0.151638 -1.253 1.226 1.234 2.51
O -0.767783 1.272988 0.204618 2.101 -4.869 3.198 -0.81
O 0.406877 -0.294142 -1.241702 -0.183 -0.936 0.733 -0.89
O 1.396797 0.375458 0.769128 -1.630 1.375 0.883 -0.81
O -0.529433 -0.985412 0.780258 1.389 3.149 -7.656 -0.83
O 0.330387 2.013258 -1.952672 6.152 -1.261 -4.950 -0.98
H 0.045507 1.615768 -2.775522 0.566 -0.103 -0.766 0.50
H 0.696437 1.286228 -1.449022 0.776 0.518 -1.399 0.45
O -1.000863 -1.697982 2.619178 -0.860 -1.724 3.510 -0.95
H -0.261453 -2.001852 3.145648 -0.154 -0.348 0.747 0.46
H -0.603763 -1.381702 1.807688 -0.270 -1.474 4.899 0.41
```
Positions in Å, forces in eV/Å.


Entry 10:
2 unconnected molecules or ions with the total composition ClH4PSi, computed with ωB97M-V with the def2-TZVPD basis set.

Calculated values
net charge	0
energy above the lowest of the compared OMol25 structures with the same formula, charge and spin	2.0245	eV
molecular weight	98.54	Da
orbital gap	9.53	eV
maximum force	0.087	Eh/bohr
lowest unoccupied orbital energy	0.143	eV

Structure (XYZ):
```
7
Properties=species:S:1:pos:R:3:forces:R:3:nbo_charge:R:1
Si 0.360806 0.614885 -0.195544 -0.667 -0.699 -4.345 0.81
P -0.912034 -0.750165 1.011994 0.581 -0.796 0.551 -0.15
Cl 2.045343 0.917129 0.714618 2.053 0.786 1.472 -0.35
H 1.110068 0.641186 -2.126189 -1.323 -0.516 2.853 -0.20
H -0.671493 1.625743 -0.448309 0.131 0.511 0.347 -0.17
H -1.676282 -0.984773 -0.126175 -0.402 -0.410 -0.320 0.01
H -0.256409 -2.064005 1.169606 -0.372 1.124 -0.559 0.04
```
Positions in Å, forces in eV/Å.